Run P
Formula: C5H12O2
Source: OMol25
Level of theory: ωB97M-V with the def2-TZVPD basis set

The geometry in XYZ format:
```
19
Properties=species:S:1:pos:R:3:lowdin_charge:R:1
C 2.298 0.160 1.370 -0.1028
C 0.872 0.604 1.061 -0.2108
C 0.310 -0.029 -0.212 -0.3746
O 0.407 -1.444 -0.178 -0.0311
C -1.158 0.364 -0.446 -0.3932
C -1.645 -0.044 -1.827 -0.0456
O -1.950 -0.256 0.571 -0.0377
H 2.346 -0.924 1.513 0.0708
H 2.974 0.414 0.545 0.0763
H 2.675 0.645 2.277 0.0704
H 0.202 0.349 1.894 0.1163
H 0.831 1.696 0.954 0.1164
H 0.912 0.286 -1.075 0.1540
H -0.153 -1.712 0.566 0.0970
H -1.269 1.448 -0.308 0.1470
H -1.474 -1.118 -1.970 0.0861
H -2.712 0.172 -1.941 0.0845
H -1.103 0.487 -2.616 0.0864
H -2.373 -1.026 0.175 0.0905
```

## Properties
2S+1: 1
SMILES string: CC[C@@H](O)[C@@H](C)O
Gap between HOMO and LUMO (eV): 10.9


Run Q
Formula: C5H12O2
Source: OMol25
Level of theory: ωB97M-V with the def2-TZVPD basis set

The geometry in XYZ format:
```
19
Properties=species:S:1:pos:R:3:lowdin_charge:R:1
C -2.201 -0.491 1.468 0.0047
O -0.583 -0.358 0.937 -0.2010
C -0.217 0.477 -0.208 -0.3697
C -0.382 1.944 0.144 -0.0360
C 1.191 0.112 -0.660 -0.1363
C 1.379 -1.369 -0.995 -0.2621
O 1.418 -2.195 0.145 -0.0599
H -2.621 0.339 0.863 -0.0405
H -0.186 -0.013 1.750 0.1322
H -2.436 -1.388 0.862 -0.0303
H -0.951 0.172 -0.961 0.1556
H 0.352 2.243 0.903 0.0935
H -1.386 2.145 0.527 0.0788
H -0.216 2.565 -0.742 0.0924
H 1.915 0.391 0.118 0.1303
H 1.422 0.721 -1.545 0.1288
H 0.593 -1.689 -1.701 0.1242
H 2.340 -1.505 -1.500 0.1197
H 0.567 -2.101 0.595 0.0755
```

## Properties
2S+1: 1
Gap between HOMO and LUMO (eV): 8.5


Run R
Formula: C5H12O2
Source: OMol25
Level of theory: ωB97M-V with the def2-TZVPD basis set

The geometry in XYZ format:
```
19
Properties=species:S:1:pos:R:3:lowdin_charge:R:1
C 0.915 0.386 0.015 -0.1423
C -0.095 -0.855 -0.369 -0.1227
C 0.807 -2.034 -0.038 -0.2285
O 2.138 -1.644 -0.278 -0.1335
C 2.268 -0.247 -0.244 -0.2388
H 0.770 1.266 -0.626 0.1057
H 0.990 0.774 1.050 0.1067
H -0.269 -0.753 -1.450 0.1103
H -1.094 -0.995 0.086 0.1057
H 0.627 -2.922 -0.653 0.1220
H 0.685 -2.317 1.019 0.1219
H 2.978 0.037 0.540 0.1171
H 2.701 0.042 -1.201 0.1164
C -2.500 1.672 0.157 -0.1715
O -1.946 0.884 1.178 -0.1413
H -3.545 1.383 0.033 0.0818
H -1.998 1.520 -0.809 0.0736
H -2.439 2.735 0.418 0.0793
H -0.994 1.068 1.172 0.0381
```

## Properties
2S+1: 1
SMILES string: C1CCOC1.CO
Gap between HOMO and LUMO (eV): 10.4


Run S
Formula: C5H12O2
Source: OMol25
Level of theory: ωB97M-V with the def2-TZVPD basis set

The geometry in XYZ format:
```
19
Properties=species:S:1:pos:R:3:lowdin_charge:R:1
C 0.870 -2.617 -1.300 -0.0486
C 1.275 -1.355 -1.126 -0.2027
C 1.840 -0.825 0.166 -0.1249
C 2.581 -1.684 0.884 -0.2070
C 3.467 -1.322 2.033 -0.1050
H 0.048 -2.867 -1.958 0.0399
H 1.162 -3.488 -0.604 0.0778
H 1.049 -0.590 -1.971 0.1176
H 1.698 0.231 0.431 0.1084
H 2.882 -2.731 0.506 0.1258
H 4.217 -1.993 1.897 0.0258
H 3.750 -0.186 1.850 0.1222
H 2.788 -1.399 2.866 0.0706
O -5.653 3.085 -0.823 -0.0238
H -6.499 3.092 -0.470 0.0096
H -5.812 3.176 -1.791 0.0835
O -2.999 3.699 0.024 -0.0600
H -2.780 4.472 -0.397 -0.0291
H -3.885 3.302 -0.217 0.0197
```

## Properties
2S+1: 1
SMILES string: C=C/C=C/C.O.O
Gap between HOMO and LUMO (eV): 8.8


It is run P that is the most stable of them.


Run P
Formula: C5H12O2
Source: OMol25
Level of theory: ωB97M-V with the def2-TZVPD basis set

The geometry in XYZ format:
```
19
Properties=species:S:1:pos:R:3:lowdin_charge:R:1
C -1.044 -0.751 -2.077 0.0411
C -0.151 -0.111 -1.323 -0.4109
O 1.165 0.052 -1.649 0.0338
C -0.475 0.574 -0.017 -0.3565
O -0.477 1.981 -0.215 -0.0131
C 0.470 0.177 1.121 -0.2068
C 0.095 0.860 2.434 -0.1002
H -0.785 -1.206 -3.030 0.0656
H -2.078 -0.806 -1.756 0.0671
H 1.327 -0.349 -2.514 0.1160
H -1.501 0.307 0.258 0.1508
H 0.399 2.206 -0.560 0.1000
H 1.493 0.450 0.834 0.1141
H 0.462 -0.914 1.239 0.1005
H 0.036 1.944 2.298 0.0716
H -0.881 0.519 2.797 0.0761
H 0.832 0.650 3.217 0.0713
H 0.844 -2.945 -0.348 0.0526
H 0.270 -2.636 -0.707 0.0269
```

## Properties
2S+1: 1
SMILES string: C=C(O)[C@H](O)CC.[H][H]
Gap between HOMO and LUMO (eV): 10.0


Run Q
Formula: C5H12O2
Source: OMol25
Level of theory: ωB97M-V with the def2-TZVPD basis set

The geometry in XYZ format:
```
19
Properties=species:S:1:pos:R:3:lowdin_charge:R:1
C 2.167 0.381 1.069 -0.1147
C 1.209 0.752 -0.065 -0.2559
C 0.387 -0.435 -0.503 -0.1014
C -0.846 -0.417 -1.020 -0.4102
C -1.682 0.803 -1.290 -0.0178
O -1.399 -1.609 -1.414 0.0288
H 1.606 0.002 1.930 0.0624
H 2.866 -0.401 0.745 0.0740
H 2.757 1.247 1.386 0.0706
H 0.558 1.572 0.267 0.1012
H 1.784 1.145 -0.916 0.1112
H 0.863 -1.414 -0.432 0.1256
H -1.693 1.007 -2.368 0.0939
H -2.721 0.655 -0.966 0.0877
H -1.288 1.686 -0.781 0.0751
H -2.349 -1.496 -1.539 0.0999
O -0.847 -0.951 2.296 -0.0656
H -0.604 -1.883 2.222 0.0437
H -0.767 -0.645 1.379 -0.0086
```

## Properties
2S+1: 1
SMILES string: CC/C=C(\C)O.O
Gap between HOMO and LUMO (eV): 9.5


Run R
Formula: C5H12O2
Source: OMol25
Level of theory: ωB97M-V with the def2-TZVPD basis set

The geometry in XYZ format:
```
19
Properties=species:S:1:pos:R:3:lowdin_charge:R:1
C 1.601 -0.826 -1.518 -0.0905
C 0.861 0.408 -1.088 -0.1345
C 0.241 0.690 0.061 -0.3813
O -0.539 1.832 0.055 0.0158
C 0.358 0.008 1.399 -0.1806
C -0.948 -0.436 2.073 -0.0889
H 1.322 -1.719 -0.948 0.0722
H 1.349 -1.026 -2.567 0.0777
H 2.690 -0.709 -1.468 0.0733
H 0.742 1.168 -1.859 0.1179
H -1.009 1.910 0.893 0.0929
H 0.851 0.742 2.055 0.1234
H 1.044 -0.841 1.323 0.1120
H -1.684 0.374 2.151 0.0691
H -1.426 -1.262 1.536 0.0794
H -0.742 -0.771 3.095 0.0753
O -1.823 -0.003 -2.016 -0.0637
H -1.288 -0.455 -1.352 0.0095
H -1.599 0.918 -1.826 0.0211
```

## Properties
2S+1: 1
SMILES string: C/C=C(/O)CC.O
Gap between HOMO and LUMO (eV): 9.4


It is run Q that is the most stable of them.


Run P
Formula: C7H14
Source: OMol25
Level of theory: ωB97M-V with the def2-TZVPD basis set

The geometry in XYZ format:
```
21
Properties=species:S:1:pos:R:3:lowdin_charge:R:1
C 1.587 1.007 -1.365 0.0430
C 0.281 1.139 -1.503 -0.3290
C -0.882 2.027 -1.596 -0.1076
C -1.032 0.507 -1.674 -0.1143
H 2.235 1.872 -1.253 0.0595
H 2.059 0.027 -1.359 0.0474
H -1.232 2.528 -0.695 0.0838
H -1.026 2.599 -2.511 0.1009
H -1.282 0.070 -2.639 0.1020
H -1.474 -0.005 -0.820 0.0696
H -2.216 0.654 1.390 0.0240
H -2.418 1.364 1.292 0.0480
C -0.488 -1.533 2.176 -0.0367
C 0.439 -1.217 1.276 -0.2571
C 1.132 -2.205 0.383 -0.1167
H -0.814 -2.562 2.319 0.0556
H -0.948 -0.780 2.811 0.0350
H 0.738 -0.175 1.157 0.0845
H 2.213 -2.213 0.575 0.0765
H 0.751 -3.219 0.536 0.0720
H 0.996 -1.941 -0.673 0.0596
```

## Properties
2S+1: 1
SMILES string: C=C1CC1.[H][H].C=CC
Gap between HOMO and LUMO (eV): 10.8


Run Q
Formula: C7H14
Source: OMol25
Level of theory: ωB97M-V with the def2-TZVPD basis set

The geometry in XYZ format:
```
21
Properties=species:S:1:pos:R:3:lowdin_charge:R:1
C -0.387 2.613 0.448 0.0397
C -0.842 1.366 0.482 -0.3861
C -2.313 1.084 0.593 -0.0701
C 0.072 0.191 0.683 -0.1770
C -0.222 -0.934 -0.349 -0.2204
C 0.906 -1.937 -0.537 -0.2651
C 2.277 -1.327 -0.864 -0.1140
H -1.020 3.487 0.434 0.0572
H 0.676 2.788 0.362 0.0563
H -2.681 0.659 -0.348 0.0817
H -2.875 1.975 0.825 0.0704
H -2.550 0.291 1.305 0.0807
H 1.114 0.475 0.547 0.0957
H -0.066 -0.182 1.700 0.1234
H -0.420 -0.412 -1.288 0.1159
H -1.128 -1.453 -0.046 0.1037
H 0.627 -2.612 -1.353 0.1002
H 0.965 -2.578 0.340 0.1015
H 2.803 -1.881 -1.643 0.0646
H 2.146 -0.332 -1.303 0.0727
H 2.919 -1.282 0.013 0.0691
```

## Properties
2S+1: 1
SMILES string: C=C(C)CCCC
Gap between HOMO and LUMO (eV): 10.3


Run R
Formula: C7H14
Source: OMol25
Level of theory: ωB97M-V with the def2-TZVPD basis set

The geometry in XYZ format:
```
21
Properties=species:S:1:pos:R:3:lowdin_charge:R:1
C 1.466 -0.306 0.972 -0.1187
C 0.543 -0.862 0.008 -0.2483
C 0.188 -0.233 -1.284 -0.3854
C 1.325 0.535 -1.936 -0.0721
C -0.965 0.578 -0.667 -0.1651
C -1.247 -0.450 0.443 -0.2563
C -1.620 0.054 1.818 -0.1000
H 1.431 -0.730 1.980 0.0889
H 1.347 0.784 1.051 0.0833
H 2.472 -0.494 0.572 0.0863
H -0.021 -1.866 0.310 0.1581
H -0.219 -0.954 -2.004 0.1406
H 1.748 1.290 -1.263 0.0748
H 2.137 -0.135 -2.246 0.0816
H 0.966 1.054 -2.834 0.0782
H -1.806 0.828 -1.325 0.1039
H -0.590 1.517 -0.235 0.1139
H -1.975 -1.194 0.090 0.1213
H -0.879 0.754 2.216 0.0677
H -2.578 0.588 1.791 0.0760
H -1.724 -0.759 2.544 0.0715
```

## Properties
2S+1: 1
SMILES string: C[C@@H]1[C@H](C)C[C@@H]1C
Gap between HOMO and LUMO (eV): 8.9


Run S
Formula: C7H14
Source: OMol25
Level of theory: ωB97M-V with the def2-TZVPD basis set

The geometry in XYZ format:
```
21
Properties=species:S:1:pos:R:3:lowdin_charge:R:1
C 0.267 -0.908 -1.490 -0.2211
C 0.852 0.486 -1.278 -0.2281
C 1.548 0.689 0.073 -0.2043
C 0.644 0.932 1.304 -0.2432
C -0.866 0.930 1.236 -0.1698
C -1.473 -0.600 0.696 -0.1560
C -0.903 -1.298 -0.552 -0.2152
H 1.089 -1.635 -1.385 0.1026
H -0.068 -1.012 -2.538 0.1055
H 1.602 0.626 -2.068 0.1047
H 0.084 1.253 -1.439 0.1096
H 2.176 -0.193 0.265 0.1055
H 2.268 1.515 -0.028 0.1026
H 0.907 0.086 2.053 0.1287
H 0.966 1.837 1.834 0.0947
H -1.300 1.161 2.239 0.1042
H -1.275 1.612 0.480 0.0861
H -1.444 -1.311 1.541 0.0867
H -2.534 -0.312 0.624 0.0824
H -1.810 -1.426 -1.221 0.1029
H -0.731 -2.432 -0.346 0.1213
```

## Properties
2S+1: 1
SMILES string: C1CCCCCC1
Gap between HOMO and LUMO (eV): 11.1


It is run Q that is the most stable of them.